(1)
{"formula": "C19H28NO2P2Tl", "method": "ωB97M-V/def2-TZVPD", "elements": ["Tl", "P", "C", "C", "N", "C", "C", "C", "C", "C", "P", "H", "H", "H", "H", "H", "H", "H", "H", "O", "H", "H", "O", "H", "C", "H", "H", "H", "C", "H", "H", "H", "C", "H", "H", "H", "C", "H", "H", "H", "C", "C", "C", "C", "C", "C", "C", "C", "H", "H", "H", "H", "H"], "xyz": [[-0.3737, 0.8559, -0.3308], [1.0544, 1.1165, 1.8891], [2.7912, 0.8381, 1.5405], [3.0149, -0.3830, 0.7144], [2.1011, -0.6789, -0.2825], [2.3317, -1.7391, -1.0701], [3.4967, -2.5434, -1.0429], [4.4764, -2.1814, -0.0861], [4.2392, -1.0995, 0.7649], [1.2531, -2.0813, -2.1023], [0.0491, -0.6894, -2.4074], [4.9431, -0.7817, 1.5523], [3.5745, -3.3513, -1.7752], [5.4117, -2.7410, -0.0609], [1.6987, -2.3578, -3.0798], [0.6573, -2.9331, -1.7173], [3.4925, 2.0366, 0.5159], [3.4475, 0.8918, 2.4781], [2.6021, 3.2085, -0.9327], [3.5680, 2.8101, -0.1431], [4.3968, 3.1756, -0.1485], [0.6776, 2.8997, -1.2906], [1.5671, 3.2460, -1.5726], [1.7437, 3.1726, -2.5462], [1.0037, 0.2948, -3.6526], [1.2044, -0.3795, -4.5101], [0.3619, 1.1377, -3.9964], [1.9788, 0.6236, -3.2229], [-1.3084, -1.4517, -3.3172], [-1.9538, -0.6546, -3.7115], [-0.9186, -2.0269, -4.1562], [-1.8581, -2.1325, -2.6478], [0.3625, 0.2856, 3.3602], [0.9517, 0.5670, 4.2416], [-0.6879, 0.5662, 3.5506], [0.4023, -0.8072, 3.2373], [1.0414, 2.8888, 2.2839], [0.0394, 3.2162, 2.6015], [1.7351, 3.0560, 3.1114], [1.3703, 3.4807, 1.4146], [-1.4293, -0.6384, 0.6100], [-2.6959, -0.7066, 0.8568], [-4.0204, -0.8041, 1.1339], [-4.5362, -0.7392, 2.4453], [-5.9181, -0.6385, 2.6470], [-6.7891, -0.6171, 1.5346], [-6.2810, -0.8029, 0.2327], [-4.9017, -0.9132, 0.0436], [-3.8194, -0.7628, 3.2718], [-6.2877, -0.4942, 3.6672], [-7.8578, -0.4261, 1.6924], [-6.9412, -0.7653, -0.6401], [-4.4615, -1.0460, -0.9480]], "lowdin_charge": [0.7669, 0.8010, -0.3344, -0.3512, 0.0417, -0.3373, -0.0089, -0.0239, -0.0234, -0.2371, 0.8161, 0.1245, 0.1218, 0.1220, 0.1146, 0.1155, 0.0381, 0.1151, 0.1426, 0.0434, 0.0609, 0.0369, 0.0557, 0.1522, -0.2490, 0.0682, 0.0588, 0.0598, -0.2206, 0.0678, 0.0717, 0.0688, -0.2042, 0.0751, 0.0626, 0.0659, -0.2529, 0.0637, 0.0695, 0.0395, -0.2506, -0.1291, -0.2914, -0.0002, -0.0403, -0.0292, -0.0439, -0.0146, 0.1241, 0.1192, 0.1223, 0.1186, 0.1175], "homo_ev": [-13.17, -13.18], "charge": 2, "gap_ev": [4.37, 4.37]}


(2)
{"formula": "C8H22CsOP", "method": "ωB97M-V/def2-TZVPD", "elements": ["C", "C", "O", "C", "C", "C", "C", "C", "P", "C", "H", "H", "H", "H", "H", "H", "H", "H", "H", "H", "H", "H", "H", "H", "H", "H", "H", "H", "H", "H", "H", "H", "Cs"], "xyz": [[-1.0728, -0.0182, -2.8136], [0.2605, -0.5043, -2.3027], [0.0756, -1.3070, -1.1502], [1.1432, -2.2169, -0.9238], [1.1914, -2.5544, 0.5518], [1.5248, -1.4281, 1.5288], [0.4050, -0.4126, 1.7895], [0.1875, 0.6723, 0.7412], [-0.0975, 2.4392, 1.4499], [-1.9074, 2.5234, 0.7208], [-1.1163, 1.0702, -2.8104], [-1.2627, -0.3709, -3.8232], [-1.8842, -0.4464, -2.1956], [0.7779, -1.0786, -3.0793], [0.8842, 0.3556, -2.0376], [2.0764, -1.7297, -1.2241], [1.0190, -3.1193, -1.5333], [1.9243, -3.3643, 0.6449], [0.2214, -2.9822, 0.8446], [2.4241, -0.9056, 1.1881], [1.7867, -1.9074, 2.4777], [-0.5168, -0.9852, 1.9580], [0.6129, 0.0911, 2.7444], [1.0678, 0.7398, 0.0871], [-0.6765, 0.4489, 0.1092], [-0.6611, 1.8458, 2.6974], [1.2710, 2.3474, 2.0306], [0.4589, 2.9949, 0.1745], [-0.2366, 3.7889, 2.0037], [-1.8935, 2.6493, -0.3687], [-2.4690, 1.6138, 0.9674], [-2.4256, 3.3775, 1.1687], [-3.0929, -1.6270, -1.6156]], "lowdin_charge": [-0.1989, -0.2740, -0.2649, -0.2188, -0.1867, -0.2071, -0.2806, -0.4185, 0.2710, -0.3467, 0.0982, 0.0796, -0.3213, 0.1233, 0.1238, 0.1308, 0.1199, 0.1125, 0.1109, 0.1155, 0.1043, 0.0995, 0.0763, 0.0582, 0.0309, -0.0373, -0.0538, -0.0541, -0.0749, -0.0109, -0.0128, 0.0005, 1.3060], "homo_ev": -5.52, "gap_ev": 4.14}


(3)
{"formula": "C11H27O15P2V", "method": "ωB97M-V/def2-TZVPD", "elements": ["O", "V", "O", "O", "C", "O", "O", "H", "C", "O", "P", "O", "O", "C", "O", "C", "H", "H", "H", "H", "H", "H", "H", "H", "H", "C", "O", "P", "O", "O", "C", "O", "C", "H", "H", "H", "H", "H", "H", "H", "H", "H", "O", "C", "O", "C", "C", "C", "H", "H", "H", "H", "H", "H", "H", "H"], "xyz": [[9.7343, -3.8015, -0.7276], [9.0649, -4.8101, -1.8430], [9.3985, -6.2737, -1.3924], [5.4808, -3.3532, -7.0113], [5.9614, -3.6686, -5.8158], [6.4661, -2.8657, -4.9997], [5.9491, -4.8011, -5.3691], [5.0740, -4.2041, -7.1902], [-1.2626, 4.8892, -12.9616], [-0.3443, 4.1530, -12.1549], [0.4600, 2.9855, -12.9178], [-0.4524, 1.9412, -13.3897], [1.1232, 3.8210, -14.1573], [1.9260, 4.9745, -14.0014], [1.6512, 2.4987, -11.9166], [2.6326, 1.5995, -12.3738], [-2.3043, 4.8973, -12.6410], [-1.1928, 4.6494, -14.0226], [-0.9985, 5.9408, -12.8492], [1.1658, 5.7215, -13.7733], [2.6256, 5.2588, -14.7875], [2.5914, 4.7370, -13.1714], [2.2417, 0.5895, -12.4974], [3.4711, 1.5589, -11.6785], [3.0778, 1.9084, -13.3196], [3.9333, -8.7505, 0.2234], [3.6407, -7.7918, 1.3044], [3.6885, -6.2316, 0.8726], [4.8123, -5.7295, 0.0157], [2.1665, -6.1429, 0.1057], [1.9251, -6.6288, -1.1739], [3.3702, -5.4539, 2.2890], [4.1797, -4.3302, 2.5144], [4.3873, -9.6748, 0.5807], [4.4274, -8.4937, -0.7136], [2.8930, -8.7584, -0.1016], [1.8092, -5.8071, -1.8805], [0.9553, -7.1256, -1.2040], [2.6206, -7.1947, -1.7937], [4.0118, -3.5457, 1.7765], [5.1830, -4.7552, 2.5429], [4.0947, -3.9291, 3.5243], [7.8775, 3.9032, -6.8769], [6.9880, 3.8593, -7.6599], [7.1504, 4.1507, -8.9584], [8.3576, 4.7818, -9.5251], [8.0793, 6.1674, -9.9000], [5.5557, 3.5609, -7.2065], [8.7157, 4.2237, -10.3902], [9.1354, 4.8303, -8.7629], [7.4048, 6.7067, -9.2349], [7.5327, 6.3314, -10.8287], [9.0742, 6.6034, -9.9900], [5.0709, 4.4764, -7.5455], [5.5050, 3.2686, -6.1577], [5.2123, 2.7398, -7.8357]], "lowdin_charge": [-0.3251, 1.2197, -0.2833, 0.1293, -0.8825, 0.0058, 0.0216, 0.1088, -0.1170, -0.2140, 0.4441, -0.2225, -0.2541, -0.0934, -0.2158, -0.1188, 0.0926, 0.0908, 0.0820, 0.0794, 0.0923, 0.0846, 0.0939, 0.0905, 0.0855, -0.0764, -0.2297, 0.5546, -0.2655, -0.2258, -0.1802, -0.2154, -0.1375, 0.0920, 0.0835, 0.0727, 0.0856, 0.0930, 0.0837, 0.0967, 0.0836, 0.0908, 0.1059, -0.5640, -0.0206, -0.2055, -0.0946, 0.0289, 0.1254, 0.1153, 0.0877, 0.0760, 0.0866, 0.0864, 0.0908, 0.0817], "homo_ev": -7.44, "relative_energy_ev": 12.194, "gap_ev": 2.94}


(4)
{"formula": "C7H9ClIN", "method": "ωB97M-V/def2-TZVPD", "elements": ["H", "N", "C", "C", "C", "C", "I", "C", "C", "C", "Cl", "H", "H", "H", "H", "H", "H", "H", "H"], "xyz": [[-2.9539, -0.5082, 0.6618], [-2.2017, -1.1806, 0.7716], [-0.9952, -0.9536, 0.4709], [0.0521, -1.7918, 0.8320], [1.3305, -1.3765, 0.7963], [1.7830, -0.0690, 0.4638], [3.8029, 0.2472, -0.3187], [0.8482, 0.7199, -0.5358], [-0.5381, 0.7097, -0.0742], [-1.4469, 1.1916, -1.1419], [-0.6559, 1.6684, 1.3155], [-0.2410, -2.8830, 1.1355], [2.1118, -2.2477, 1.0130], [1.8921, 0.5313, 1.3750], [1.1467, 1.7572, -0.6645], [1.0372, 0.2495, -1.5651], [-0.8694, 1.9784, -1.7122], [-2.4467, 1.5144, -0.7797], [-1.6556, 0.4427, -2.0434]], "lowdin_charge": [0.0561, 0.1494, -0.3266, -0.0880, -0.1582, -0.7317, 0.7891, -0.3456, -0.8935, -0.1394, 0.7887, 0.1565, 0.1502, 0.0598, 0.0914, 0.1386, 0.0950, 0.0762, 0.1323], "smiles": "[H]/N=C1/C=C[C@@H](I)C[C@]1(C)Cl", "homo_ev": -9.18, "relative_energy_ev": 0.000, "gap_ev": 9.15}


(5)
{"formula": "C4H14NOS2", "method": "ωB97M-V/def2-TZVPD", "elements": ["N", "C", "C", "C", "S", "S", "C", "H", "H", "H", "H", "H", "H", "H", "H", "H", "H", "H", "H", "H", "H", "O"], "xyz": [[-0.5932, -0.9085, -0.1108], [-1.3827, 0.1807, -0.9884], [-2.7550, 0.2799, -0.4125], [-0.4899, 1.4114, -0.7408], [1.1244, 1.6098, -1.4050], [2.1783, 0.0659, -1.2857], [3.5198, 0.3312, -0.0881], [-1.2817, -1.6862, -0.1907], [0.3419, -1.2363, -0.4933], [-0.4467, -0.6427, 0.9592], [-1.4192, -0.0890, -2.0641], [-3.4274, -0.3558, -0.9099], [-3.0970, 1.2502, -0.5385], [-2.7512, 0.1621, 0.7216], [-0.9014, 2.1289, -1.3898], [-0.6108, 1.9321, 0.2550], [3.9026, -0.5317, 0.3686], [2.8850, 0.6966, 0.8272], [4.0995, 1.0913, -0.4698], [0.5345, -1.5390, 3.3531], [0.2285, -2.5574, 2.2594], [0.3417, -1.5935, 2.3432]], "lowdin_charge": [0.1188, -0.3258, -0.0421, -0.5497, 0.5450, 0.4297, -0.3776, 0.1559, 0.0786, 0.1587, 0.1674, 0.0795, 0.0719, 0.1307, 0.0436, 0.1189, 0.0222, 0.0708, 0.0030, 0.1291, 0.0661, -0.0946], "homo_ev": -12.06, "charge": 1, "relative_energy_ev": 1.952, "gap_ev": 8.93}


(6)
{"formula": "C2H4INO2", "method": "ωB97M-V/def2-TZVPD", "elements": ["C", "C", "N", "O", "O", "I", "H", "H", "H", "H"], "xyz": [[-0.5627, -0.4751, 1.4088], [0.0265, -1.4272, 0.7102], [1.0618, 1.5076, -1.5751], [-0.2600, 1.2820, -1.0429], [1.9941, 1.3381, -0.8446], [-0.8508, -2.1960, -1.0032], [-0.8214, 1.7734, -1.6657], [-0.1380, 0.0360, 2.1636], [-1.5938, -0.2663, 1.1770], [1.1442, -1.5725, 0.6721]], "lowdin_charge": [-0.1388, -0.7236, -0.1139, -0.0595, 0.0378, 0.7809, 0.1039, 0.0199, 0.0454, 0.0479], "homo_ev": [-8.40, -9.04], "relative_energy_ev": 4.045, "multiplicity": 3, "gap_ev": [8.95, 6.73]}